This record from the Open Molecules 2025 dataset describes 4 unconnected molecules or ions with the total composition C16H20N4 at a distorted geometry. The level of theory is ωB97M-V/def2-TZVPD.

The value obtained for the gap between HOMO and LUMO is 8.387 eV. Its charge is 0. The energy relative to the best compared isomer or geometry (same formula, charge and spin) comes out at 5.1463 eV. The SMILES is c1cc[nH]c1.c1cc[nH]c1.c1cc[nH]c1.c1cc[nH]c1. The calculation puts the highest occupied orbital energy at -7.82 eV.

Each line ends with the natural charge from an NBO analysis.
Atoms and positions in Å:
C  -3.505  0.664  3.524  -0.29
C  -2.848  1.286  2.272  -0.31
C  -3.061  0.355  1.208  -0.12
N  -3.728  -0.709  1.891  -0.53
C  -3.761  -0.600  3.238  -0.08
H  -3.398  1.134  4.521  0.23
H  -2.300  2.169  2.221  0.22
H  -2.859  0.399  0.066  0.26
H  -4.064  -1.498  1.481  0.40
H  -3.979  -1.502  3.888  0.23
C  1.731  -1.427  1.590  -0.33
C  0.978  -2.577  1.262  -0.31
C  -0.319  -2.417  1.642  -0.11
N  -0.457  -1.056  1.941  -0.56
C  0.743  -0.569  2.131  -0.07
H  2.814  -1.355  1.341  0.25
H  1.221  -3.655  0.925  0.23
H  -1.323  -3.043  1.336  0.21
H  -1.419  -0.698  2.263  0.46
H  0.828  0.395  2.623  0.22
C  -0.656  -0.035  -2.981  -0.30
C  -0.894  1.340  -2.478  -0.33
C  -0.606  1.368  -1.197  -0.08
N  -0.189  0.164  -0.835  -0.56
C  -0.342  -0.749  -1.880  -0.11
H  -0.907  -0.408  -4.063  0.24
H  -1.218  2.199  -3.062  0.23
H  -0.665  2.221  -0.491  0.23
H  0.031  -0.209  0.118  0.45
H  -0.086  -1.805  -1.824  0.23
C  4.260  1.977  -2.448  -0.34
C  4.474  0.512  -2.215  -0.29
C  3.299  -0.116  -2.013  -0.09
N  2.317  0.820  -2.284  -0.52
C  2.837  2.031  -2.578  -0.06
H  5.030  2.830  -2.730  0.23
H  5.396  0.083  -2.002  0.20
H  3.144  -1.031  -1.794  0.19
H  1.325  0.683  -1.993  0.44
H  2.156  2.831  -2.614  0.20